1.
13
Properties=species:S:1:pos:R:3:forces:R:3 method="wB97M-V/def2-TZVPD" homo_ev="-7.8 / -7.8" energy_ev=-20540.23100 largest_force_ev_per_a=3.879 gap_ev="5.73 / 5.72"
C -1.496 -1.353 -0.133 0.29 -0.58 -0.93
C -2.782 -0.736 -0.169 1.77 0.24 1.13
C -0.215 -0.691 -0.034 -0.78 -0.92 -0.40
N -0.237 0.662 -0.438 1.69 3.47 -0.39
N 2.049 0.987 0.162 -1.53 0.58 -1.10
N 0.826 1.446 -0.345 -2.03 -3.08 0.42
O 0.896 -1.233 0.174 -0.39 -0.29 0.23
S -3.147 0.802 0.212 0.24 1.38 0.21
H -1.455 -2.458 -0.378 0.14 1.37 0.81
H -3.682 -1.283 -0.200 -0.52 -1.50 -0.87
H 1.708 0.011 0.384 1.36 -0.57 0.52
H 2.558 1.589 0.800 -0.58 0.15 -0.03
H 0.716 2.313 -0.881 0.33 -0.25 0.39



2.
13
Properties=species:S:1:pos:R:3:forces:R:3 method="wB97M-V/def2-TZVPD" homo_ev=-9.7 energy_ev=-20542.40419 largest_force_ev_per_a=4.578 smiles="[H]/N=C1/NNCC(=O)S1" gap_ev=9.91
C 0.794 -0.857 -0.797 3.45 0.04 -2.11
C -0.210 0.231 1.713 1.50 3.32 -2.77
C -0.998 1.027 0.549 -0.88 -0.16 -0.76
H 1.275 -1.028 -2.728 0.16 -1.18 2.35
H 2.033 -1.748 0.612 0.35 -0.94 -0.03
H -0.534 -1.548 0.982 -0.42 -0.62 0.44
H 0.647 0.996 1.831 -1.04 -1.62 0.51
H -0.823 0.112 2.508 -2.10 0.73 2.74
N 1.446 -1.487 -1.746 -2.33 2.63 -0.68
N 1.297 -1.097 0.500 -3.49 2.15 -0.60
N 0.219 -1.099 1.485 1.82 -0.51 -1.73
O -1.955 1.770 0.623 1.76 -1.19 0.73
S -0.325 0.778 -1.166 1.22 -2.65 1.93



3.
12
Properties=species:S:1:pos:R:3:forces:R:3 method="wB97M-V/def2-TZVPD" homo_ev=-8.5 energy_ev=-18496.85042 largest_force_ev_per_a=4.582 smiles=Nc1ncc(S)[nH]1 gap_ev=9.10
C -0.775 -0.466 0.419 1.14 0.51 0.13
C 1.335 -0.617 -0.005 1.38 -1.26 2.07
C 0.909 0.447 -0.701 1.44 0.94 -0.44
H -2.755 -1.150 0.110 2.58 1.71 2.81
H -2.135 -1.319 1.750 0.79 0.89 -1.36
H 2.399 -0.967 0.163 -1.64 0.47 -0.45
H 2.347 2.434 -0.423 -0.93 -1.30 -1.83
H -1.008 1.195 -1.018 0.57 -0.83 1.23
N -2.047 -0.692 0.913 -3.71 -1.77 -2.03
N 0.285 -1.142 0.768 0.74 -0.21 -1.16
N -0.403 0.609 -0.398 -2.86 0.06 -0.73
S 1.848 1.669 -1.578 0.51 0.79 1.78



4.
12
Properties=species:S:1:pos:R:3:forces:R:3 method="wB97M-V/def2-TZVPD" homo_ev=-9.7 energy_ev=-18495.84022 largest_force_ev_per_a=3.325 gap_ev=10.14
C -2.189 -0.192 -0.177 1.29 0.24 -0.02
C 0.257 -0.218 -0.019 -0.56 -1.54 0.09
C 0.399 1.212 -0.028 -0.09 3.32 -0.11
H -2.029 0.875 -0.448 -0.52 -0.30 0.61
H -2.700 -0.343 0.846 0.50 0.24 -1.97
H -2.683 -0.632 -1.078 -0.09 0.03 1.23
H 1.522 -1.844 0.225 -0.13 -1.20 0.04
H 3.347 0.537 0.938 -0.56 -0.74 -1.05
N -0.853 -0.842 -0.105 0.75 0.05 0.33
N 1.509 -0.863 0.164 -0.21 2.24 -0.30
N 0.452 2.378 -0.039 -0.20 -2.34 0.05
S 2.970 -0.069 -0.278 -0.17 0.00 1.10



5.
12
Properties=species:S:1:pos:R:3:forces:R:3 method="wB97M-V/def2-TZVPD" homo_ev=-9.7 energy_ev=-18494.77857 largest_force_ev_per_a=3.498 smiles="C[C@@]1(S)C=NN=N1" gap_ev=9.45
C -0.340 -0.485 -1.902 0.10 1.65 -0.11
C 0.081 -0.557 -0.479 -0.35 -2.62 0.05
C 0.436 0.641 0.340 -0.84 2.53 2.27
N 0.472 -1.070 -2.689 -0.52 0.59 0.06
N 1.269 -1.449 -0.655 0.30 1.39 0.09
N 1.480 -1.603 -1.860 0.81 -1.54 0.13
S -1.116 -1.857 0.200 0.99 1.06 1.19
H -1.141 0.142 -2.268 -0.28 -0.33 -0.05
H 0.771 0.566 1.428 -0.55 -1.15 -1.38
H -0.378 1.460 0.493 1.06 -1.58 -0.96
H 1.311 1.108 -0.087 0.11 0.31 -0.56
H -0.301 -1.925 1.320 -0.83 -0.31 -0.73



6.
12
Properties=species:S:1:pos:R:3:forces:R:3 method="wB97M-V/def2-TZVPD" homo_ev=-8.3 energy_ev=-18495.79200 largest_force_ev_per_a=2.589 smiles="NN1C=NC(=S)C1" gap_ev=8.06
C -0.283 -0.965 0.101 -0.33 -0.21 -0.37
C 0.811 0.055 -0.074 1.51 -0.04 0.97
C -1.012 1.191 0.035 -0.43 -0.64 -0.64
H -2.882 -1.354 -0.643 0.49 1.78 0.70
H -3.258 -0.622 0.811 1.23 0.31 -0.92
H -0.326 -1.752 -0.677 0.24 0.28 0.57
H -0.209 -1.367 1.128 -0.03 -0.18 -0.51
H -1.692 2.038 0.073 -0.10 -0.33 -0.03
N -2.759 -0.445 -0.102 -1.69 -1.96 0.15
N -1.422 -0.088 -0.010 -1.48 0.11 0.50
N 0.265 1.314 -0.018 1.08 0.98 -0.04
S 2.418 -0.256 -0.009 -0.49 -0.10 -0.37



7.
13
Properties=species:S:1:pos:R:3:forces:R:3 method="wB97M-V/def2-TZVPD" homo_ev=-8.4 energy_ev=-29331.27736 largest_force_ev_per_a=1.206 gap_ev=8.12
C 0.374 0.518 0.031 -0.01 -0.02 -0.04
C -0.645 -0.577 0.223 -0.24 1.12 0.39
C -2.019 -0.002 -0.035 -0.02 0.29 -0.24
H 1.929 -1.369 0.603 0.21 -0.19 0.04
H 3.052 -0.872 -0.495 0.25 -0.12 0.10
H -0.653 -0.957 1.237 0.12 -0.13 0.38
H -0.444 -1.394 -0.422 0.21 -0.82 -0.69
H 0.262 2.496 -0.409 0.07 0.00 -0.02
N 2.068 -0.935 -0.302 -0.46 0.38 -0.02
N 1.605 0.404 -0.242 -0.25 -0.06 -0.07
N -0.208 1.796 0.151 -0.25 -0.12 0.00
S -3.406 -0.832 -0.176 0.13 0.09 0.06
S -1.916 1.726 -0.166 0.25 -0.41 0.11



8.
13
Properties=species:S:1:pos:R:3:forces:R:3 method="wB97M-V/def2-TZVPD" homo_ev=-8.3 energy_ev=-29330.33055 largest_force_ev_per_a=4.964 smiles="CN1C=NNC(=S)S1" gap_ev=8.41
C -0.042 1.345 1.626 2.09 2.30 -3.87
C -0.233 -0.170 -1.948 -0.89 -2.52 -2.39
C 0.406 -0.863 0.716 1.62 -3.53 0.99
H -0.276 0.803 2.521 -0.27 0.06 0.26
H -0.750 2.123 1.199 0.14 -1.17 1.24
H 0.941 1.982 1.654 -1.56 -1.32 0.77
H -0.802 -2.165 -1.826 1.23 2.24 0.95
H 0.754 -1.211 1.720 -0.25 0.67 -0.74
N 0.168 0.390 0.453 -1.27 3.15 2.38
N -0.347 -1.341 -1.290 -1.27 -2.21 -1.73
N 0.314 -1.800 -0.158 -0.49 0.45 0.47
S 0.505 1.057 -1.071 0.65 1.11 0.32
S -0.637 -0.151 -3.597 0.28 0.75 1.36



So what do the calculations give for energy relative to the best compared isomer or geometry (same formula, charge and spin)? Going down the list: 523.7 314.1 101.1 198.5 301.0 203.2 137.8 229.2 kJ/mol.